{
  "formula": "C21H41HgIN2Si4",
  "method": "ωB97M-V/def2-TZVPD",
  "elements": ["C", "C", "H", "H", "H", "H", "H", "H", "C", "C", "C", "C", "H", "H", "H", "H", "N", "C", "C", "N", "C", "C", "C", "H", "H", "C", "H", "H", "Hg", "I", "C", "Si", "C", "C", "Si", "Si", "C", "C", "C", "Si", "C", "C", "C", "H", "H", "H", "H", "H", "H", "H", "H", "H", "H", "H", "H", "H", "H", "H", "H", "H", "H", "H", "H", "H", "H", "H", "H", "H", "H", "H"],
  "positions_angstrom": [[2.55, 2.97, 1.07], [3.30, 1.84, 0.30], [1.99, 3.61, 0.37], [3.31, 3.63, 1.54], [1.88, 2.68, 1.88], [2.74, 1.12, -0.32], [3.98, 2.33, -0.40], [3.92, 1.26, 0.98], [-3.04, 0.93, -0.47], [-4.22, 0.81, -1.23], [-4.26, -0.21, -2.19], [-3.14, -1.02, -2.37], [-2.92, 1.74, 0.25], [-5.04, 1.49, -1.06], [-5.15, -0.37, -2.81], [-3.11, -1.79, -3.14], [-2.01, 0.10, -0.58], [-2.01, -0.82, -1.56], [-0.78, -1.65, -1.72], [0.35, -1.23, -1.12], [1.45, -1.99, -1.15], [0.33, -3.66, -2.47], [1.48, -3.23, -1.81], [2.33, -1.60, -0.64], [2.40, -3.80, -1.80], [-0.81, -2.87, -2.42], [-1.74, -3.15, -2.91], [0.31, -4.60, -3.03], [0.60, 0.94, 0.53], [-0.02, 2.77, -1.31], [3.33, -0.74, 3.00], [1.73, -0.38, 3.93], [1.74, -1.46, 5.48], [1.58, 1.42, 4.47], [0.05, -0.72, 2.35], [-0.18, -3.05, 2.39], [-0.72, -3.75, 4.07], [-1.47, -3.65, 1.16], [1.45, -3.88, 1.99], [-1.93, -0.14, 3.44], [-1.93, -0.52, 5.29], [-2.11, 1.73, 3.23], [-3.44, -1.00, 2.72], [4.17, -0.42, 3.64], [3.39, -0.19, 2.05], [3.45, -1.81, 2.78], [2.63, -1.18, 6.06], [0.86, -1.32, 6.11], [1.83, -2.53, 5.24], [1.39, 2.11, 3.64], [0.78, 1.55, 5.21], [2.53, 1.71, 4.94], [-1.75, -3.47, 4.34], [-0.70, -4.85, 3.96], [-0.06, -3.48, 4.90], [-1.11, -3.59, 0.13], [-1.67, -4.71, 1.38], [-2.42, -3.11, 1.22], [1.70, -3.79, 0.92], [2.30, -3.51, 2.57], [1.33, -4.96, 2.21], [-1.08, -0.08, 5.83], [-2.85, -0.08, 5.70], [-1.95, -1.60, 5.50], [-2.15, 2.02, 2.17], [-3.05, 2.01, 3.71], [-1.29, 2.28, 3.71], [-3.56, -0.81, 1.65], [-3.43, -2.08, 2.88], [-4.32, -0.59, 3.23]],
  "orbital_gap_ev": 7.768,
  "e_lumo_ev": -0.16,
  "max_force_ev_per_a": 2.1,
  "relative_energy_kj_mol": 0.0,
  "e_tot_ev": -69212.18040,
  "e_homo_ev": -7.92
}